{
  "formula": "C24H45BrCl19NO6S",
  "method": "the ωB97M-V functional and the def2-TZVPD basis",
  "species": ["C", "C", "C", "C", "C", "Br", "O", "S", "O", "O", "O", "C", "Cl", "O", "N", "O", "H", "H", "H", "H", "H", "H", "H", "H", "H", "Cl", "C", "C", "Cl", "H", "H", "H", "H", "Cl", "C", "C", "Cl", "H", "H", "H", "H", "Cl", "C", "C", "Cl", "H", "H", "H", "H", "Cl", "C", "C", "Cl", "H", "H", "H", "H", "Cl", "C", "C", "Cl", "H", "H", "H", "H", "Cl", "C", "C", "Cl", "H", "H", "H", "H", "Cl", "C", "C", "Cl", "H", "H", "H", "H", "Cl", "C", "C", "Cl", "H", "H", "H", "H", "Cl", "C", "C", "Cl", "H", "H", "H", "H"],
  "coordinates": [[7.30871, -6.08219, 2.22391], [6.15810, -5.16780, 1.75865], [5.35288, -4.67476, 2.96960], [3.83149, -4.58698, 2.75870], [3.21284, -5.79816, 2.07426], [2.79494, -5.15791, 0.24484], [3.90275, -7.01713, 2.16496], [3.50336, -7.65695, 3.61966], [4.37669, -7.19546, 4.59350], [3.33699, -9.01544, 3.43773], [2.10601, -6.83066, 3.87646], [1.83730, -6.18794, 2.66871], [1.12801, -7.49381, 1.54880], [0.91249, -5.20001, 2.69780], [-0.41378, -5.69706, 3.11388], [-1.24177, -5.16720, 2.51636], [7.51016, -5.93594, 3.27681], [7.06439, -7.12913, 2.09278], [8.23222, -5.85144, 1.71038], [6.63975, -4.34596, 1.24712], [5.55757, -5.69247, 1.03065], [5.54109, -5.23090, 3.87277], [5.68054, -3.66181, 3.17175], [3.37773, -4.51792, 3.74751], [3.59918, -3.65944, 2.26572], [1.63319, -1.82297, -2.93205], [0.88344, -1.33297, -1.38678], [1.87434, -0.69347, -0.45312], [3.07238, -1.87128, 0.14956], [0.42695, -2.21291, -0.94062], [0.10104, -0.61907, -1.62854], [1.35163, -0.29625, 0.41536], [2.41207, 0.11986, -0.93376], [0.59566, 3.96526, -3.77070], [0.26817, 2.29715, -4.30492], [-1.05365, 1.79175, -3.79243], [-1.03921, 1.55235, -2.02293], [1.09271, 1.67040, -3.97442], [0.25647, 2.30775, -5.39318], [-1.27560, 0.82467, -4.24090], [-1.86324, 2.47657, -4.03013], [-4.17286, -1.56366, -2.84799], [-4.94435, -1.07065, -1.31489], [-3.96451, -0.43100, -0.36957], [-2.77034, -1.60174, 0.25305], [-5.40798, -1.94902, -0.87444], [-5.72644, -0.35685, -1.56821], [-4.49589, -0.03203, 0.49342], [-3.42071, 0.37806, -0.85106], [-6.81075, -0.08600, 1.44533], [-6.95233, -0.73843, 3.10143], [-6.44826, 0.23927, 4.12906], [-4.68310, 0.46864, 4.02729], [-6.40378, -1.67603, 3.13875], [-8.00403, -0.94733, 3.27326], [-6.66458, -0.13762, 5.12713], [-6.91959, 1.21202, 4.01614], [-2.32322, 5.16186, -5.49372], [-1.47097, 6.42409, -4.56475], [-2.18387, 7.74897, -4.63381], [-2.11211, 8.46446, -6.26680], [-0.46055, 6.48564, -4.94841], [-1.42481, 6.08310, -3.53258], [-1.70810, 8.45342, -3.95657], [-3.22974, 7.65151, -4.35480], [-10.77194, -4.66470, 2.50185], [-11.45457, -3.09207, 2.98446], [-11.42711, -2.09102, 1.85857], [-9.76682, -1.58968, 1.44188], [-10.89649, -2.73531, 3.84625], [-12.48414, -3.27141, 3.28883], [-11.96536, -1.19221, 2.15444], [-11.89027, -2.49036, 0.96048], [-0.00082, 9.84030, -1.24952], [1.66214, 9.83035, -1.89305], [1.68060, 9.82874, -3.39813], [1.07108, 8.29122, -4.06528], [2.17376, 8.96139, -1.48825], [2.15423, 10.72746, -1.52229], [2.70143, 9.94968, -3.75657], [1.07554, 10.63346, -3.80726], [3.67240, 5.65562, -6.25977], [2.50242, 6.80055, -6.96606], [2.96716, 7.34837, -8.28939], [4.37532, 8.42803, -8.11104], [2.33446, 7.59379, -6.24462], [1.56894, 6.25524, -7.10259], [2.16987, 7.93717, -8.73955], [3.23972, 6.55224, -8.97696], [4.06714, -3.55471, 6.05069], [5.37247, -3.12975, 7.18786], [6.68050, -2.91259, 6.47402], [7.33195, -4.42774, 5.80037], [5.44767, -3.92214, 7.92755], [5.07013, -2.21344, 7.69192], [7.42379, -2.52872, 7.17061], [6.57161, -2.20076, 5.65949]],
  "atomic_forces_ev_per_a": [[-0.22, 0.10, -0.02], [0.85, -0.42, 0.67], [-0.56, 0.37, -0.78], [0.72, -0.32, 1.18], [-1.58, 1.80, -1.21], [0.69, -0.97, -0.01], [-0.31, 0.04, 1.00], [0.15, 1.23, -0.65], [1.41, 0.95, 1.66], [-0.92, -2.32, -0.52], [0.73, -0.25, -0.43], [-1.19, -0.89, -1.50], [-0.12, -0.18, 0.20], [1.10, 0.90, 0.25], [-1.34, -0.38, -0.03], [0.82, -0.02, 0.50], [0.05, 0.07, 0.30], [0.03, -0.26, -0.07], [0.21, -0.16, -0.30], [-0.28, 0.46, -0.21], [-0.16, -0.04, -0.19], [0.18, -0.40, 0.00], [0.04, 0.24, 0.29], [-0.04, 0.02, 0.10], [-0.39, 0.02, -0.43], [0.01, 0.00, -0.02], [-0.15, -0.04, 0.06], [-0.02, 0.13, 0.06], [0.06, 0.31, -0.05], [0.06, -0.05, -0.03], [0.06, -0.07, 0.02], [-0.04, -0.05, 0.01], [0.04, -0.04, -0.04], [0.18, -0.01, 0.10], [0.03, -0.06, -0.09], [-0.11, -0.11, -0.19], [-0.10, 0.21, 0.05], [0.00, 0.02, 0.06], [-0.06, 0.03, -0.01], [0.05, -0.04, 0.04], [0.03, 0.07, 0.07], [0.01, -0.02, -0.02], [-0.07, 0.01, 0.02], [0.02, 0.24, 0.08], [0.08, -0.01, 0.00], [0.05, -0.05, -0.02], [0.03, 0.03, -0.01], [0.12, -0.10, -0.09], [0.07, -0.08, -0.05], [-0.19, -0.01, 0.11], [0.07, -0.05, 0.13], [-0.01, 0.02, 0.08], [0.00, 0.02, -0.03], [0.07, 0.03, -0.06], [-0.05, 0.07, -0.02], [0.02, -0.05, -0.01], [0.04, 0.02, -0.05], [-0.05, -0.06, -0.07], [-0.16, 0.01, 0.12], [-0.05, 0.03, 0.10], [-0.01, 0.00, -0.02], [-0.02, -0.05, -0.14], [-0.03, 0.01, 0.01], [0.06, -0.01, 0.00], [-0.03, -0.04, -0.10], [0.03, 0.00, 0.01], [-0.07, -0.01, 0.05], [-0.09, 0.05, -0.01], [-0.17, -0.04, -0.10], [0.06, -0.01, -0.02], [-0.02, 0.00, -0.04], [0.03, 0.01, 0.04], [0.06, -0.05, -0.02], [-0.02, -0.03, 0.00], [0.07, 0.04, 0.06], [0.14, 0.13, -0.06], [0.14, 0.14, 0.14], [-0.05, -0.05, -0.01], [-0.03, 0.04, -0.03], [0.02, -0.06, 0.03], [-0.08, -0.05, 0.01], [0.01, 0.01, 0.03], [-0.10, -0.03, -0.02], [-0.10, -0.02, -0.09], [0.02, 0.00, 0.00], [0.08, -0.01, -0.03], [0.01, -0.01, -0.05], [-0.01, 0.03, 0.05], [0.08, -0.01, 0.03], [-0.02, 0.01, 0.13], [-0.02, 0.07, 0.10], [0.10, 0.08, 0.03], [0.10, 0.03, 0.11], [-0.01, -0.08, -0.07], [0.01, 0.04, -0.05], [-0.02, -0.03, 0.05], [-0.03, -0.05, -0.05]],
  "lumo_energy_ev": -0.7,
  "gap_ev": 9.078,
  "multiplicity": 1
}